1.
{
  "formula": "C3H35NO17",
  "method": "wB97M-V/def2-TZVPD",
  "species": ["O", "C", "N", "C", "O", "C", "H", "H", "H", "H", "H", "H", "H", "O", "H", "H", "O", "H", "H", "O", "H", "H", "O", "H", "H", "O", "H", "H", "O", "H", "H", "O", "H", "H", "O", "H", "H", "O", "H", "H", "O", "H", "H", "O", "H", "H", "O", "H", "H", "O", "H", "H", "O", "H", "H", "O"],
  "coordinates": [[0.512, 1.598, 0.400], [0.596, 0.313, 0.208], [0.847, 0.022, -1.017], [0.626, -1.261, -1.524], [-0.465, -1.755, -1.457], [0.624, -0.602, 1.441], [-1.174, 2.563, -1.434], [1.448, -1.793, -1.984], [-0.124, -1.399, 1.241], [1.682, -0.843, 1.658], [-0.137, -0.255, 2.197], [2.600, 1.851, 0.064], [3.598, 3.080, 0.034], [3.271, 2.374, -0.440], [-0.831, 0.778, -4.440], [-0.206, 2.166, -3.939], [-0.625, 1.675, -4.675], [3.194, 0.536, -2.846], [3.700, -0.642, -2.023], [3.228, -0.487, -2.905], [-1.590, -3.645, -0.261], [-1.664, -3.494, -1.653], [-2.265, -3.678, -0.889], [-3.540, -1.437, 1.909], [-3.332, -0.830, 3.351], [-2.834, -1.267, 2.669], [-0.602, -3.018, 3.932], [-1.971, -2.610, 3.139], [-1.308, -3.302, 3.343], [1.915, 2.682, -2.140], [1.371, 1.215, -2.455], [1.951, 1.991, -2.713], [-1.740, -0.692, -1.193], [-2.606, -0.521, -2.419], [-2.449, -0.071, -1.538], [4.057, 0.356, 0.540], [3.668, -1.211, 0.652], [3.791, -0.388, 0.957], [-1.652, 1.594, 1.610], [-3.078, 1.138, 0.896], [-2.323, 1.701, 0.979], [1.690, -3.428, 1.284], [2.483, -3.136, 2.676], [2.244, -3.142, 1.794], [2.427, -0.157, 4.107], [3.084, 0.154, 2.729], [2.509, 0.338, 3.416], [-2.294, 2.901, 0.067], [-3.774, 3.235, -0.279], [-2.958, 3.530, -0.422], [-0.249, 3.923, -1.083], [0.282, 2.255, -0.480], [-0.290, 3.086, -1.575], [-3.851, -1.287, -0.326], [-3.415, -0.001, 0.320], [-4.052, -0.702, 0.499]]
}

***

2.
{
  "formula": "C31H43Br25N4O",
  "method": "wB97M-V/def2-TZVPD",
  "species": ["C", "C", "C", "C", "C", "C", "C", "N", "C", "C", "C", "C", "C", "N", "O", "C", "C", "C", "Br", "C", "C", "C", "N", "C", "C", "C", "N", "C", "C", "H", "H", "H", "H", "H", "H", "H", "H", "H", "H", "H", "H", "H", "H", "H", "H", "H", "H", "H", "H", "H", "H", "H", "H", "H", "H", "H", "H", "H", "H", "H", "H", "H", "H", "H", "C", "Br", "Br", "Br", "H", "C", "Br", "Br", "Br", "H", "C", "Br", "Br", "Br", "H", "C", "Br", "Br", "Br", "H", "C", "Br", "Br", "Br", "H", "C", "Br", "Br", "Br", "H", "C", "Br", "Br", "Br", "H", "C", "Br", "Br", "Br", "H"],
  "coordinates": [[-1.963, 4.706, 2.109], [-2.490, 4.348, 0.566], [-1.753, 2.899, 0.192], [-1.893, 2.482, -1.386], [-0.704, 3.046, -2.364], [0.376, 1.864, -2.844], [0.801, 1.084, -1.431], [1.535, 1.923, -0.421], [1.853, 1.195, 0.852], [2.633, 2.067, 2.037], [3.032, 3.651, 1.675], [4.260, 3.749, 0.594], [3.842, 4.309, -0.888], [2.620, 5.130, -1.237], [4.700, 4.050, -1.915], [3.000, 1.412, 3.503], [2.566, -0.161, 3.764], [2.886, -0.838, 5.227], [2.316, 0.486, 6.671], [4.457, -1.240, 5.467], [5.022, -2.347, 4.381], [1.819, -1.029, 2.552], [1.473, -2.481, 2.795], [-0.010, -2.715, 2.975], [-0.595, -3.750, 1.798], [1.434, -0.362, 1.067], [0.748, -1.281, 0.097], [0.454, -0.479, -1.141], [-0.360, -1.296, -2.353], [-1.295, 5.678, 2.124], [-1.264, 3.828, 2.514], [-2.844, 4.787, 2.884], [-3.658, 4.277, 0.538], [-2.056, 5.177, -0.165], [-2.324, 2.059, 0.814], [-0.657, 2.991, 0.590], [-2.906, 2.959, -1.774], [-2.034, 1.308, -1.453], [-0.173, 3.988, -1.918], [-1.242, 3.420, -3.362], [1.355, 2.436, -3.181], [-0.062, 1.147, -3.657], [3.175, 4.314, 2.632], [2.061, 4.078, 1.127], [5.142, 4.443, 0.989], [4.678, 2.645, 0.430], [1.917, 4.599, -1.797], [2.202, 5.615, -0.413], [3.526, 2.096, 4.312], [2.153, -1.768, 5.384], [4.504, -1.764, 6.539], [5.122, -0.267, 5.533], [5.126, -3.410, 4.903], [4.275, -2.499, 3.475], [6.098, -2.017, 4.060], [2.054, -2.924, 3.539], [-0.674, -1.752, 2.960], [-0.193, -3.304, 3.997], [0.268, -4.428, 1.335], [-1.456, -4.457, 2.223], [-1.093, -3.143, 0.918], [0.028, -1.021, -3.425], [-0.143, -2.460, -2.217], [-1.500, -1.098, -2.177], [-0.745, 0.562, -6.988], [-2.354, 0.527, -5.895], [0.059, 2.332, -7.036], [0.532, -0.799, -6.440], [-1.049, 0.321, -8.012], [-4.327, -4.261, -0.270], [-2.645, -4.849, -1.050], [-4.969, -5.499, 1.086], [-4.213, -2.440, 0.407], [-5.069, -4.256, -1.076], [-6.313, 2.435, -5.519], [-5.153, 1.809, -4.089], [-5.298, 3.008, -7.077], [-7.668, 1.118, -5.982], [-6.840, 3.317, -5.140], [-0.329, -6.928, 4.222], [-0.340, -8.201, 2.751], [1.287, -5.846, 4.231], [-1.935, -5.831, 4.242], [-0.329, -7.511, 5.149], [0.771, -8.347, 8.370], [0.761, -9.619, 6.899], [2.387, -7.264, 8.379], [-0.835, -7.249, 8.390], [0.772, -8.929, 9.297], [-6.160, -0.705, 3.574], [-7.010, 0.067, 5.144], [-4.633, 0.348, 2.986], [-5.688, -2.572, 3.850], [-6.897, -0.677, 2.765], [-0.310, 6.439, -7.747], [-2.130, 5.787, -7.526], [0.754, 6.175, -6.140], [0.548, 5.673, -9.316], [-0.375, 7.519, -7.914], [3.140, -2.380, -9.725], [3.227, -0.475, -9.344], [1.354, -2.929, -10.267], [4.487, -2.921, -11.020], [3.366, -2.904, -8.791]]
}

***

3.
{
  "formula": "C5H8O",
  "method": "wB97M-V/def2-TZVPD",
  "smiles": "C1CC1.C=C=O",
  "species": ["C", "C", "O", "C", "C", "C", "H", "H", "H", "H", "H", "H", "H", "H"],
  "coordinates": [[1.814, 0.538, 1.939], [2.120, -0.385, 1.058], [2.402, -1.209, 0.280], [-1.122, -0.015, -0.009], [-0.393, 0.233, -1.303], [-1.719, -0.472, -1.309], [0.947, 1.164, 1.769], [-0.734, -0.771, 0.669], [2.431, 0.661, 2.819], [-1.580, 0.836, 0.489], [0.496, -0.356, -1.514], [-0.354, 1.251, -1.681], [-2.583, 0.063, -1.692], [-1.726, -1.539, -1.516]]
}

***

4.
{
  "formula": "C6H15NO2PS2",
  "method": "wB97M-V/def2-TZVPD",
  "total_charge": 1,
  "species": ["C", "C", "C", "C", "C", "C", "N", "O", "O", "P", "S", "S", "H", "H", "H", "H", "H", "H", "H", "H", "H", "H", "H", "H", "H", "H", "H"],
  "coordinates": [[-1.228, 0.891, -0.691], [-0.082, -2.358, -2.964], [-1.683, 1.704, 2.769], [0.986, 2.384, 1.562], [3.049, -1.040, 0.546], [-1.796, -0.890, -2.189], [-1.563, -0.372, -0.792], [-1.208, 1.971, -1.155], [-0.593, -1.045, -2.864], [-0.382, 1.162, 1.567], [1.348, -1.438, 0.567], [0.424, -0.741, 2.220], [-0.793, -3.066, -3.544], [0.217, -2.862, -1.997], [0.797, -2.282, -3.525], [-1.795, 2.854, 2.750], [-1.201, 1.599, 3.713], [-2.672, 1.443, 2.610], [1.530, 2.183, 2.552], [0.555, 3.306, 1.362], [1.789, 2.281, 0.732], [3.487, -1.618, -0.170], [3.502, -1.296, 1.518], [3.268, 0.039, 0.295], [-2.393, -1.745, -2.068], [-2.339, -0.007, -2.647], [-1.222, -1.058, -0.158]]
}

***

| no. | electronic energy (eV) |
| --- | --- |
| 1 | -39971.323 |
| 2 | -1791894.629 |
| 3 | -7360.153 |
| 4 | -43001.566 |